1.
The following is a DFT calculation (ωB97M-V/def2-TZVPD) of a molecular structure, C31H38F4N6O5SSn.

Summary:
- ΔE to the lowest compared entry with this formula, charge and spin: 1.980 eV
- Charge: -2
- Maximum force: 0.7 eV/Å
- HOMO level: -0.0706 Eh

Atoms and positions in Å:
Sn1 0.54 -0.18 0.39
C1 -1.02 -3.09 2.19
N1 -1.65 -2.00 1.46
C2 -2.77 -1.45 2.22
C3 -2.05 -2.45 0.13
C4 -2.92 -1.45 -0.64
N2 -2.39 -0.09 -0.58
C5 -3.03 0.88 -1.20
C6 -2.52 2.21 -1.04
F1 -1.45 2.37 -0.22
C7 -3.05 3.32 -1.63
F2 -2.48 4.52 -1.40
C8 -4.17 3.26 -2.46
C9 -4.71 2.00 -2.62
F3 -5.80 1.87 -3.40
C10 -4.19 0.87 -2.04
F4 -4.86 -0.29 -2.30
H1 -1.71 -3.94 2.36
H2 -0.16 -3.47 1.62
H3 -0.66 -2.73 3.16
H4 -3.61 -2.16 2.28
H5 -2.44 -1.22 3.23
H6 -3.11 -0.53 1.74
H7 -1.15 -2.68 -0.44
H8 -2.63 -3.39 0.21
H9 -2.96 -1.83 -1.67
H10 -3.94 -1.51 -0.25
H11 -4.59 4.14 -2.93
C11 -1.13 3.55 2.62
C12 -0.11 2.42 2.53
C13 0.57 2.18 3.86
O1 -0.78 1.20 2.17
C14 0.99 2.81 1.49
O2 1.54 3.91 1.64
O3 1.24 1.94 0.58
H12 -1.84 3.34 3.42
H13 -1.67 3.66 1.68
H14 -0.61 4.49 2.82
H15 -0.17 2.02 4.65
H16 1.19 3.05 4.10
H17 1.22 1.30 3.80
H18 -1.37 1.38 1.42
O4 2.83 -3.52 -6.79
C15 1.94 -2.55 -7.24
N3 1.86 -1.42 -6.31
C16 0.68 -0.94 -5.83
O5 -0.41 -1.21 -6.31
C17 0.85 0.02 -4.68
C18 1.50 1.23 -4.87
C19 1.67 2.10 -3.80
C20 1.22 1.70 -2.56
N4 0.59 0.54 -2.36
C21 0.40 -0.28 -3.40
H19 2.58 -3.77 -5.85
H20 0.92 -2.91 -7.37
H21 2.30 -2.19 -8.21
H22 2.67 -1.33 -5.71
H23 1.86 1.50 -5.86
H24 2.16 3.05 -3.93
H25 1.36 2.33 -1.67
H26 -0.11 -1.22 -3.20
S1 1.32 -4.35 -1.51
C22 1.76 -4.14 -3.07
N5 2.06 -3.99 -4.19
C23 4.69 -2.33 4.29
N6 3.30 -1.99 4.04
C24 2.62 -3.04 3.30
C25 3.10 -0.65 3.45
C26 3.65 -0.45 2.05
C27 5.02 -0.20 1.91
C28 5.61 -0.15 0.65
C29 4.83 -0.36 -0.48
C30 3.46 -0.54 -0.33
C31 2.82 -0.57 0.92
H27 4.73 -3.27 4.84
H28 5.15 -1.55 4.91
H29 5.29 -2.45 3.38
H30 2.83 -4.01 3.76
H31 2.91 -3.09 2.24
H32 1.54 -2.87 3.34
H33 3.53 0.07 4.15
H34 2.02 -0.49 3.42
H35 5.63 -0.03 2.79
H36 6.68 0.04 0.56
H37 5.28 -0.35 -1.46
H38 2.86 -0.68 -1.23



2.
The following is a DFT calculation (ωB97M-V/def2-TZVPD) of 7 unconnected molecules or ions with the total composition C31H38N6O3.

Summary:
- Charge: 0
- SMILES: O=C1OCCO1.c1ccncc1.c1ccncc1.c1ccncc1.c1ccncc1.CCCC#N.CCCC#N
- Maximum force: 1.9 eV/Å
- HOMO level: -0.3599 Eh

Atoms and positions in Å:
O1 -3.16 14.59 -24.57
C1 -2.94 13.81 -23.71
O2 -2.99 14.08 -22.38
C2 -3.02 12.83 -21.72
C3 -2.25 11.90 -22.67
O3 -2.56 12.53 -23.92
H1 -2.61 12.90 -20.72
H2 -4.02 12.40 -21.60
H3 -2.60 10.87 -22.61
H4 -1.18 11.90 -22.50
C4 -1.87 11.74 -18.06
C5 -0.53 11.80 -17.68
C6 0.09 10.64 -17.27
N1 -0.51 9.44 -17.28
C7 -1.81 9.41 -17.58
C8 -2.56 10.54 -17.93
H5 -2.42 12.65 -18.25
H6 -0.02 12.76 -17.63
H7 1.12 10.68 -16.95
H8 -2.25 8.42 -17.54
H9 -3.59 10.53 -18.22
C9 -2.71 15.33 -19.02
C10 -2.73 16.57 -19.65
C11 -3.36 17.63 -19.02
N2 -3.97 17.54 -17.83
C12 -3.95 16.33 -17.25
C13 -3.32 15.22 -17.76
H10 -2.24 14.52 -19.56
H11 -2.23 16.75 -20.59
H12 -3.45 18.59 -19.51
H13 -4.41 16.34 -16.27
H14 -3.48 14.23 -17.36
C14 -7.77 11.18 -15.20
C15 -6.76 11.99 -15.69
C16 -5.56 12.07 -15.00
N3 -5.35 11.49 -13.83
C17 -6.38 10.86 -13.25
C18 -7.58 10.65 -13.93
H15 -8.70 11.02 -15.73
H16 -6.86 12.46 -16.66
H17 -4.69 12.53 -15.46
H18 -6.16 10.44 -12.28
H19 -8.34 10.04 -13.46
C19 -4.06 19.43 -24.86
C20 -4.41 18.19 -24.35
C21 -4.37 17.96 -22.98
N4 -4.20 18.94 -22.10
C22 -3.88 20.15 -22.59
C23 -3.73 20.43 -23.93
H20 -3.96 19.65 -25.91
H21 -4.52 17.39 -25.07
H22 -4.70 17.01 -22.58
H23 -3.77 20.91 -21.82
H24 -3.47 21.41 -24.31
C24 -5.67 20.91 -18.55
C25 -5.47 21.70 -17.26
C26 -5.56 20.91 -15.95
C27 -6.45 19.74 -15.92
N5 -7.15 18.83 -15.85
H25 -6.57 20.32 -18.69
H26 -4.90 20.14 -18.70
H27 -5.53 21.53 -19.45
H28 -6.24 22.47 -17.28
H29 -4.52 22.23 -17.30
H30 -6.08 21.58 -15.26
H31 -4.59 20.65 -15.53
C28 0.42 18.16 -21.03
C29 -0.12 19.13 -19.98
C30 0.82 19.25 -18.74
C31 2.25 19.21 -19.05
N6 3.38 19.15 -19.26
H32 -0.14 18.29 -21.96
H33 0.30 17.10 -20.79
H34 1.49 18.21 -21.21
H35 -1.12 18.89 -19.64
H36 -0.09 20.13 -20.42
H37 0.65 18.35 -18.15
H38 0.64 20.15 -18.16



3.
The following is a DFT calculation (ωB97M-V/def2-TZVPD) of a molecular structure, C31H38NO6RuTe2.

Summary:
- ΔE to the lowest compared entry with this formula, charge and spin: 0.454 eV
- Charge: +2
- Maximum force: 0.7 eV/Å
- HOMO level (alpha / beta): -0.5058 / -0.5023 Eh
- Expectation value of S²: 0.766
- Multiplicity: 2

Atoms and positions in Å:
Ru1 -0.26 -0.65 -1.54
O1 3.69 0.57 -0.38
C1 2.63 -0.16 -0.60
O2 1.60 0.31 -1.09
C2 2.83 -1.61 -0.23
O3 1.62 -2.29 -0.04
C3 1.05 -2.19 1.27
C4 0.13 -0.98 1.40
O4 0.14 -0.26 2.37
O5 -0.72 -0.82 0.41
H1 3.56 1.49 -0.68
H2 3.48 -1.66 0.65
H3 3.35 -2.08 -1.06
H4 1.82 -2.15 2.04
H5 0.45 -3.08 1.42
C5 -2.28 1.71 1.82
Te1 -2.05 1.55 -0.25
C6 -3.32 3.12 -0.83
H6 -3.32 1.46 2.05
H7 -2.05 2.73 2.11
H8 -1.58 1.00 2.27
H9 -2.82 4.07 -0.64
H10 -4.25 3.05 -0.27
H11 -3.51 3.00 -1.90
C7 5.63 -5.40 -3.95
C8 4.31 -4.76 -3.62
C9 3.39 -5.40 -2.80
C10 2.15 -4.84 -2.50
C11 1.20 -5.59 -1.61
C12 1.85 -3.58 -3.05
Te2 -0.12 -2.94 -2.72
N1 -2.12 -1.06 -1.91
C13 -3.23 -0.82 -1.36
O6 -3.44 0.24 -0.48
C14 -4.46 -1.60 -1.56
C15 -4.36 -2.85 -2.18
C16 -5.50 -3.61 -2.39
C17 -6.74 -3.13 -2.00
C18 -6.84 -1.88 -1.39
C19 -5.71 -1.12 -1.16
C20 -0.74 -2.24 -4.59
C21 -1.13 -3.21 -5.52
C22 -0.90 -4.68 -5.29
C23 -1.72 -2.76 -6.70
C24 -1.93 -1.42 -6.96
C25 -2.60 -0.96 -8.23
C26 -1.51 -0.48 -6.02
C27 -0.90 -0.88 -4.83
C28 -0.34 0.19 -3.93
C29 2.78 -2.88 -3.84
C30 2.55 -1.49 -4.37
C31 3.99 -3.50 -4.11
H12 5.70 -6.40 -3.55
H13 6.45 -4.81 -3.54
H14 5.77 -5.44 -5.03
H15 3.63 -6.38 -2.39
H16 1.72 -6.42 -1.13
H17 0.36 -6.01 -2.17
H18 0.79 -4.96 -0.82
H19 -3.39 -3.22 -2.49
H20 -5.42 -4.58 -2.86
H21 -7.63 -3.72 -2.16
H22 -7.81 -1.51 -1.08
H23 -5.79 -0.16 -0.68
H24 -1.32 -5.01 -4.34
H25 0.16 -4.91 -5.29
H26 -1.37 -5.27 -6.08
H27 -2.02 -3.50 -7.44
H28 -2.75 -1.79 -8.92
H29 -2.00 -0.20 -8.73
H30 -3.57 -0.52 -8.01
H31 -1.63 0.57 -6.22
H32 -1.06 0.89 -3.53
H33 0.40 0.76 -4.49
H34 0.38 -0.28 -3.19
H35 2.33 -0.80 -3.56
H36 1.72 -1.45 -5.08
H37 3.44 -1.12 -4.87
H38 4.72 -2.98 -4.73



4.
The following is a DFT calculation (ωB97M-V/def2-TZVPD) of a molecular structure, C31H39AsGaN2OPS.

Summary:
- Charge: +2
- Maximum force: 1.8 eV/Å
- HOMO level: -0.5082 Eh

Atoms and positions in Å:
Ga1 0.05 -0.20 -0.82
C1 2.98 -0.42 -3.25
C2 2.34 -1.80 -3.02
C3 0.97 -1.96 -3.71
C4 2.30 -2.19 -1.55
C5 3.76 -2.42 -1.02
O1 3.99 -1.34 -0.10
C6 2.84 -0.68 0.11
N1 1.83 -1.05 -0.65
C7 2.99 0.44 1.10
C8 4.23 0.56 1.69
C9 4.53 1.56 2.58
C10 3.57 2.54 2.87
C11 2.29 2.41 2.36
C12 1.98 1.37 1.49
P1 0.29 1.48 0.78
C13 -0.94 1.44 2.19
C14 -0.61 0.85 3.40
C15 -1.56 0.67 4.35
C16 -2.87 1.10 4.13
C17 -3.21 1.65 2.92
C18 -2.26 1.88 1.96
C19 0.16 3.06 -0.09
C20 -0.36 4.21 0.52
C21 -0.07 5.49 0.04
C22 0.72 5.60 -1.12
C23 1.14 4.43 -1.78
C24 0.95 3.19 -1.26
H1 3.33 -0.47 -4.28
H2 3.83 -0.27 -2.59
H3 2.28 0.39 -3.12
H4 3.02 -2.53 -3.43
H5 0.17 -1.85 -2.98
H6 0.82 -2.91 -4.23
H7 0.85 -1.15 -4.44
H8 1.63 -3.02 -1.39
H9 4.50 -2.40 -1.81
H10 3.81 -3.34 -0.43
H11 5.06 -0.09 1.46
H12 5.55 1.66 2.99
H13 3.82 3.34 3.55
H14 1.58 3.17 2.63
H15 0.37 0.44 3.52
H16 -1.32 0.19 5.29
H17 -3.66 0.78 4.84
H18 -4.25 1.94 2.69
H19 -2.59 2.38 1.04
H20 -0.92 4.15 1.46
H21 -0.48 6.33 0.56
H22 0.97 6.52 -1.57
H23 1.63 4.62 -2.72
H24 1.40 2.35 -1.75
S1 -1.26 1.20 -4.97
C25 -0.72 0.81 -3.55
N2 -0.32 0.58 -2.45
C26 -3.96 -0.86 -1.75
C27 -3.57 -1.25 -0.33
As1 -1.76 -1.89 -0.15
C28 -1.72 -3.63 -1.07
C29 -2.98 -4.48 -0.76
C30 -1.51 -2.36 1.73
C31 -2.71 -2.20 2.62
H25 -5.03 -0.54 -1.76
H26 -3.87 -1.64 -2.52
H27 -3.35 -0.01 -2.05
H28 -4.20 -2.06 -0.01
H29 -3.66 -0.46 0.36
H30 -0.80 -4.13 -0.74
H31 -1.55 -3.47 -2.14
H32 -3.10 -4.60 0.33
H33 -2.85 -5.45 -1.25
H34 -3.85 -4.07 -1.23
H35 -0.69 -1.74 2.02
H36 -1.17 -3.38 1.79
H37 -3.09 -1.19 2.54
H38 -2.33 -2.38 3.63
H39 -3.41 -2.92 2.31



5.
The following is a DFT calculation (ωB97M-V/def2-TZVPD) of a molecular structure, C31H39BClFeGeN3O4.

Summary:
- ΔE to the lowest compared entry with this formula, charge and spin: 0.045 eV
- Charge: 0
- Maximum force: 0.9 eV/Å
- HOMO level (alpha / beta): -0.1647 / -0.2003 Eh
- Expectation value of S²: 6.074
- Multiplicity: 5

Atoms and positions in Å:
Fe1 -0.32 0.54 0.76
O1 -3.08 6.38 -1.92
C1 -3.72 5.70 -0.84
C2 -2.89 4.54 -0.40
C3 -3.29 3.81 0.75
C4 -2.52 2.73 1.11
N1 -1.42 2.32 0.46
C5 -1.02 3.02 -0.66
C6 -1.78 4.15 -1.09
C7 0.13 2.55 -1.34
C8 0.75 3.26 -2.41
C9 1.86 2.77 -3.03
C10 2.55 3.58 -4.10
O2 3.23 4.73 -3.58
C11 2.39 1.52 -2.61
C12 1.77 0.89 -1.56
N2 0.68 1.36 -0.92
H1 -3.61 7.15 -2.15
H2 -4.70 5.34 -1.15
H3 -3.87 6.37 0.01
H4 -4.16 4.09 1.32
H5 -2.79 2.15 1.99
H6 -1.49 4.70 -1.97
H7 0.34 4.21 -2.73
H8 1.82 3.89 -4.86
H9 3.31 2.99 -4.59
H10 2.64 5.17 -2.96
H11 3.27 1.09 -3.08
H12 2.15 -0.06 -1.19
C13 2.99 -4.60 2.17
Ge1 1.34 -3.61 1.91
C14 0.24 -4.45 0.56
C15 0.37 -3.49 3.60
C16 1.82 -1.79 1.29
H13 2.77 -5.60 2.56
H14 3.63 -4.08 2.88
H15 3.52 -4.71 1.22
H16 0.21 -5.53 0.70
H17 0.64 -4.23 -0.44
H18 -0.79 -4.07 0.61
H19 0.06 -4.49 3.90
H20 -0.52 -2.87 3.50
H21 1.01 -3.07 4.38
H22 1.09 -1.50 0.52
H23 2.80 -1.86 0.82
Cl1 -4.92 -2.81 1.00
C17 -3.58 -2.28 0.05
C18 -3.38 -2.76 -1.22
C19 -2.29 -2.29 -1.92
C20 -1.44 -1.37 -1.33
N3 -1.63 -0.92 -0.10
C21 -2.69 -1.36 0.58
H24 -4.06 -3.49 -1.65
H25 -2.10 -2.63 -2.93
H26 -0.58 -0.96 -1.85
H27 -2.84 -0.96 1.58
C22 -0.18 2.99 7.72
C23 0.58 3.51 6.49
C24 -0.38 4.32 5.62
C25 1.72 4.44 6.94
C26 1.16 2.31 5.73
C27 2.17 1.54 6.32
C28 2.74 0.42 5.70
C29 2.26 0.10 4.46
O3 2.63 -0.94 3.61
B1 1.83 -0.82 2.48
O4 0.97 0.29 2.64
C30 1.26 0.84 3.87
C31 0.69 1.94 4.46
H28 -0.60 3.83 8.28
H29 0.48 2.43 8.39
H30 -1.00 2.33 7.42
H31 -0.70 5.21 6.18
H32 -1.27 3.75 5.36
H33 0.09 4.66 4.70
H34 1.30 5.35 7.38
H35 2.36 4.72 6.10
H36 2.34 3.97 7.71
H37 2.53 1.81 7.31
H38 3.52 -0.16 6.17
H39 -0.08 2.49 3.94



6.
The following is a DFT calculation (ωB97M-V/def2-TZVPD) of a molecular structure, C31H39CaN3O.

Summary:
- ΔE to the lowest compared entry with this formula, charge and spin: 0.000 eV
- Charge: -2
- Maximum force: 5.9 eV/Å
- HOMO level (alpha / beta): 0.0617 / 0.0618 Eh

Atoms and positions in Å:
Ca1 0.69 0.49 -0.92
N1 2.56 2.64 -1.71
N2 -0.05 -1.22 -2.65
C1 -1.51 1.33 1.09
C2 -1.55 2.01 -0.18
C3 -0.51 2.99 -0.18
C4 -0.22 3.99 -1.22
H1 -1.04 4.08 -1.95
H2 0.71 3.72 -1.77
H3 -0.04 4.99 -0.79
C5 0.14 2.95 1.09
C6 1.09 3.97 1.58
H4 0.56 4.85 1.98
H5 1.75 4.33 0.78
H6 1.72 3.58 2.39
C7 -0.47 1.93 1.87
C8 -0.16 1.70 3.30
H7 0.92 1.57 3.42
H8 -0.66 0.82 3.71
H9 -0.45 2.57 3.92
C9 -2.58 1.84 -1.24
H10 -3.51 2.39 -1.00
H11 -2.86 0.78 -1.37
H12 -2.23 2.22 -2.21
C10 -2.49 0.32 1.55
H13 -2.07 -0.33 2.33
H14 -2.80 -0.34 0.72
H15 -3.41 0.77 1.96
C11 3.86 3.06 -1.39
H16 4.01 4.07 -0.96
C12 4.97 2.23 -1.64
H17 5.98 2.62 -1.33
C13 4.77 0.97 -2.24
H18 5.63 0.30 -2.33
C14 3.50 0.67 -2.76
H19 3.24 -0.33 -3.22
C15 2.53 1.75 -2.80
C16 1.45 1.88 -3.91
H20 0.27 2.33 -3.39
C17 -0.43 -1.64 -1.52
C18 -0.41 -2.12 -3.73
H21 -0.10 -1.82 -4.74
C19 -1.08 -3.07 -3.07
H22 -1.58 -3.98 -3.47
N3 -1.01 -2.81 -1.69
C20 -1.96 -3.15 -0.62
C21 -3.31 -3.09 -0.92
C22 -4.12 -3.47 0.09
H23 -5.24 -3.57 -0.07
C23 -3.63 -3.76 1.39
C24 -4.51 -4.37 2.46
H24 -4.17 -4.05 3.45
H25 -4.46 -5.47 2.41
H26 -5.56 -4.06 2.30
C25 -2.24 -3.51 1.65
H27 -1.90 -3.65 2.72
C26 -1.39 -3.16 0.65
C27 0.04 -2.82 0.91
H28 0.72 -3.24 0.16
H29 0.37 -3.21 1.89
H30 0.25 -1.74 0.96
C28 -3.82 -2.52 -2.20
H31 -3.49 -3.04 -3.11
H32 -3.56 -1.45 -2.32
H33 -4.93 -2.56 -2.20
C29 4.36 1.27 1.74
C30 3.37 0.15 1.76
C31 3.88 -1.11 2.41
O1 2.21 0.23 1.22
H34 5.13 1.03 0.99
H35 4.87 1.35 2.71
H36 3.87 2.22 1.48
H37 3.33 -1.36 3.33
H38 3.83 -1.96 1.73
H39 4.94 -0.97 2.70



Computed values of E (unit: eV) for the preceding records, in sequence: -79479.9712; -47844.2365; -63691.3632; -171133.9420; -149544.0133; -57729.8704.